No. 1
# C16H21Cl2FMnO2

A structure of composition C16H21Cl2FMnO2 in a non-equilibrium geometry (ωB97M-V/def2-TZVPD, OMol25).

Properties
- LUMO energy (alpha / beta): 5.30 / 4.95 eV
- Net charge: -2
- Spin multiplicity: 4
- ⟨S²⟩: 4.0302

Structure (XYZ):
```
43
Properties=species:S:1:pos:R:3:forces:R:3:mulliken_spin:R:1
C -2.482 1.361 0.105 -0.73 -2.59 -0.93 0.026
C -2.667 0.010 -0.339 0.59 2.59 1.06 0.261
C -1.979 -0.117 -1.609 0.83 2.33 -0.86 0.234
C -3.375 -1.076 0.391 -1.29 0.83 -1.62 0.006
C -1.466 1.160 -1.950 -0.98 -2.74 0.15 0.167
C -1.794 2.072 -0.903 -0.24 -1.04 0.56 0.188
C -1.430 3.486 -0.834 0.05 1.01 -0.33 -0.012
C -2.862 1.871 1.421 0.61 0.65 1.10 0.023
C -1.851 -1.387 -2.362 -0.02 -0.01 0.43 0.000
C -0.671 1.482 -3.143 0.10 0.27 -0.72 0.012
Mn 1.011 -0.183 1.631 1.91 2.36 -1.92 2.148
Cl -0.241 -1.859 1.283 -1.41 -1.79 -0.21 -0.020
Cl 1.347 -0.321 3.759 0.01 -0.04 1.58 0.039
O 1.077 0.446 -0.142 0.29 -0.32 0.18 -0.005
H -4.190 -0.627 0.956 -0.17 -0.14 0.15 0.010
H -2.738 -1.592 1.041 1.01 -0.85 0.98 0.016
H -3.804 -1.778 -0.350 0.10 0.09 0.41 0.001
H -1.450 -2.176 -1.713 -0.01 0.08 -0.09 0.006
H -1.187 -1.244 -3.198 0.22 -0.17 -0.40 0.000
H -2.825 -1.714 -2.727 -0.12 -0.18 -0.15 0.014
H -0.495 0.583 -3.753 0.07 0.34 0.14 0.000
H 0.291 1.916 -2.857 0.12 -0.06 -0.10 -0.001
H -1.192 2.221 -3.782 0.23 -0.16 0.03 0.001
H -0.810 3.776 -1.697 -0.15 0.00 0.26 -0.003
H -0.880 3.696 0.090 -0.03 -0.12 0.06 0.021
H -2.334 4.135 -0.839 0.34 -0.26 0.04 0.033
H -3.419 1.128 1.996 0.00 0.03 0.03 -0.001
H -3.473 2.771 1.333 -0.16 0.23 0.14 -0.005
H -1.906 2.132 1.968 -0.72 -0.20 -0.38 -0.004
H 1.441 -0.197 -0.772 -0.17 0.22 0.44 0.015
O 0.159 2.274 1.884 0.77 -0.84 -0.54 0.000
H 0.640 2.352 1.038 -0.38 -0.05 0.48 -0.001
F 6.191 -3.671 1.266 0.05 0.07 -0.02 0.001
C 5.068 -2.871 1.262 -0.42 0.44 0.06 0.008
C 3.920 -3.353 0.630 -0.20 1.37 0.55 -0.006
C 2.762 -2.544 0.670 1.55 -0.45 0.22 -0.001
C 2.798 -1.332 1.354 -3.19 0.78 -0.51 -0.168
C 3.939 -0.852 1.920 1.93 -0.46 0.29 0.019
C 5.125 -1.621 1.890 -0.63 -0.44 -0.45 -0.010
H 3.901 -4.297 0.132 0.21 -0.58 -0.21 -0.001
H 1.862 -2.901 0.183 -0.03 0.10 0.14 -0.007
H 3.941 0.112 2.425 0.01 -0.20 -0.03 -0.004
H 6.045 -1.268 2.343 0.04 -0.12 -0.01 0.000
```
Positions in Å, forces in eV/Å.

No. 2
# C2H5N3OS2

An isolated molecule of C2H5N3OS2 in a non-equilibrium geometry (ωB97M-V/def2-TZVPD, OMol25).

Properties
- LUMO energy: 0.34 eV
- SMILES: [H]/N=C(/N)SC(=O)NS
- Net charge: 0
- Relative energy (zero: lowest compared OMol25 entry of this formula, charge and spin): 0.539 eV

Structure (XYZ):
```
13
Properties=species:S:1:pos:R:3:forces:R:3:lowdin_charge:R:1
H -2.789 -1.573 0.689 0.32 -2.20 0.51 0.009
N -2.815 -0.613 0.563 0.28 2.16 -0.99 0.096
C -1.838 -0.110 -0.060 1.04 -0.02 -0.39 -0.695
N -1.875 1.186 -0.563 0.94 0.24 1.23 0.060
S -0.293 -1.094 -0.540 -2.48 -0.67 0.18 1.018
C 0.975 0.019 -0.270 2.15 1.36 -0.39 -0.885
O 0.867 1.227 -0.132 0.62 -1.33 0.19 -0.026
N 2.207 -0.711 -0.377 -0.84 1.85 0.23 -0.461
S 3.734 -0.001 -0.015 -1.42 -0.39 2.19 0.728
H -1.034 1.812 -0.353 -1.36 -1.54 -0.47 0.107
H -2.723 1.503 -0.117 -0.24 0.91 -0.25 0.084
H 2.080 -1.694 -0.250 0.34 -0.45 0.08 0.035
H 3.505 0.049 1.425 0.64 0.07 -2.10 -0.071
```
Positions in Å, forces in eV/Å.

No. 3
# C5H12N2O

A cluster of 2 separate species, C5H12N2O in total in a non-equilibrium geometry (ωB97M-V/def2-TZVPD, OMol25).

Properties
- LUMO energy: 0.50 eV
- SMILES: [H]/N=C\C(N)=O.CCC
- Net charge: 0
- Relative energy (zero: lowest compared OMol25 entry of this formula, charge and spin): 1.387 eV

Structure (XYZ):
```
20
Properties=species:S:1:pos:R:3:forces:R:3:lowdin_charge:R:1
H 3.907 0.878 1.160 -0.41 -0.18 0.18 0.065
N 3.202 1.382 0.610 0.63 0.26 -0.40 0.124
C 2.362 0.609 0.097 -0.96 -0.57 0.95 -0.161
C 2.284 -0.895 0.453 2.06 -0.03 -1.58 -0.511
N 1.475 -1.645 -0.340 -0.17 0.55 0.44 0.166
O 3.156 -1.375 1.154 -0.74 0.09 0.56 0.043
H 1.580 1.023 -0.534 -0.07 0.01 -0.17 0.077
H 1.464 -2.644 -0.207 -0.09 0.12 -0.13 0.119
H 0.859 -1.184 -0.991 -0.07 -0.32 0.13 0.071
C -2.623 0.408 0.891 0.04 -0.03 -0.14 -0.126
C -1.676 -0.252 -0.101 0.63 0.08 0.45 -0.332
C -1.194 0.725 -1.167 -0.01 -0.05 0.26 -0.138
H -2.106 1.187 1.448 -0.01 0.03 0.14 0.073
H -3.028 -0.326 1.584 0.00 0.04 0.15 0.068
H -3.459 0.876 0.374 -0.12 0.03 -0.05 0.070
H -2.198 -1.073 -0.599 0.23 -0.23 0.18 0.101
H -0.777 -0.625 0.473 -1.07 0.03 -0.68 0.095
H -2.026 1.195 -1.689 -0.10 -0.01 -0.04 0.073
H -0.613 1.519 -0.697 0.08 0.09 -0.13 0.065
H -0.588 0.218 -1.917 0.15 0.09 -0.12 0.058
```
Positions in Å, forces in eV/Å.

No. 4
# C6H7ClO

A structure of composition C6H7ClO in a non-equilibrium geometry (ωB97M-V/def2-TZVPD, OMol25).

Properties
- LUMO energy: 0.86 eV
- Net charge: 0
- Relative energy (zero: lowest compared OMol25 entry of this formula, charge and spin): 3.963 eV

Structure (XYZ):
```
15
Properties=species:S:1:pos:R:3:forces:R:3:lowdin_charge:R:1
C -0.842 -1.914 1.789 -0.46 -0.53 3.40 -0.032
C -0.217 -1.121 0.717 0.53 0.60 1.89 -0.557
C 1.130 -1.369 -0.060 -0.69 -0.18 -1.05 0.012
C 0.315 -0.471 -1.052 -1.81 -0.84 5.09 -0.199
C 0.032 0.798 -0.343 0.65 0.75 4.48 -0.671
C -0.206 0.457 0.992 0.49 -0.89 -4.86 0.040
H -0.832 -3.001 1.623 0.20 0.36 0.09 0.085
H -0.460 -1.657 2.855 0.36 -0.69 -1.84 0.114
H -1.885 -1.641 2.053 0.21 0.05 -1.19 0.091
H 2.003 -0.920 0.424 0.30 -0.59 -0.55 0.113
H 1.156 -2.347 -0.730 0.48 1.45 2.40 0.164
H 0.487 -0.567 -2.018 0.42 -0.08 -4.55 0.095
H -0.443 1.106 1.808 0.05 -0.08 0.39 0.100
O -0.883 -1.219 -0.488 -0.74 0.08 -2.93 -0.050
Cl 0.339 2.382 -0.845 0.01 0.59 -0.77 0.694
```
Positions in Å, forces in eV/Å.

No. 5
# C26H17N5O3PtS

A structure of composition C26H17N5O3PtS (ωB97M-V/def2-TZVPD, OMol25).

Properties
- LUMO energy: 3.98 eV
- Net charge: -2
- Relative energy (zero: lowest compared OMol25 entry of this formula, charge and spin): 0.000 eV

Structure (XYZ):
```
53
Properties=species:S:1:pos:R:3:forces:R:3:lowdin_charge:R:1
Pt -0.537 -0.718 -1.927 0.05 0.05 -0.02 1.106
O 2.053 0.926 -0.698 -0.02 -0.01 -0.01 -0.060
C 2.036 0.622 0.505 0.02 0.00 -0.02 -0.450
C 2.399 1.580 1.539 -0.01 0.00 0.00 -0.042
C 2.534 1.244 2.854 -0.01 -0.01 0.00 -0.154
C 2.317 -0.078 3.303 0.00 0.02 0.01 -0.169
C 1.942 -1.017 2.368 -0.02 -0.01 -0.02 -0.104
C 1.731 -0.711 1.013 -0.02 0.02 0.05 -0.169
C 1.424 -1.825 0.159 -0.01 -0.04 0.00 -0.098
N 0.789 -1.884 -0.963 0.01 0.00 0.03 -0.170
N 0.951 -3.132 -1.609 0.04 0.04 -0.04 0.053
C 0.545 -3.079 -2.840 0.01 -0.04 0.01 -0.515
O -0.019 -2.077 -3.424 -0.12 0.00 0.07 -0.226
C 0.740 -4.310 -3.664 0.01 0.00 -0.01 -0.141
C 0.039 -4.443 -4.858 0.03 0.02 -0.02 -0.025
C 0.197 -5.578 -5.642 0.01 -0.01 0.00 -0.100
C 1.063 -6.587 -5.243 0.00 0.00 -0.01 -0.123
C 1.772 -6.453 -4.055 0.00 0.01 0.01 -0.107
C 1.611 -5.322 -3.270 -0.02 -0.04 0.02 -0.040
H 2.579 2.593 1.197 0.00 0.00 0.00 0.095
H 2.818 2.009 3.572 0.00 0.00 0.00 0.084
H 2.449 -0.345 4.345 0.00 0.00 0.00 0.070
H 1.780 -2.045 2.684 0.00 0.00 0.00 0.097
H 1.817 -2.794 0.474 0.02 0.00 -0.02 0.116
H -0.620 -3.639 -5.156 0.00 0.00 0.01 0.113
H -0.357 -5.674 -6.568 0.00 0.00 0.00 0.092
H 1.190 -7.471 -5.857 0.00 0.00 0.00 0.086
H 2.456 -7.233 -3.742 0.00 0.00 0.00 0.089
H 2.151 -5.201 -2.340 0.00 0.00 0.00 0.102
C -0.211 5.591 4.254 0.02 0.00 0.05 -0.048
C -1.200 5.595 5.389 0.03 -0.02 0.00 -0.756
O -1.185 6.419 6.274 -0.03 0.02 -0.01 -0.036
S -2.421 4.298 5.476 -0.03 0.03 -0.01 0.995
C -2.144 3.326 4.021 0.02 0.00 0.00 -0.594
C -2.844 3.600 2.848 -0.01 0.01 0.03 -0.126
C -2.597 2.866 1.702 0.02 -0.03 -0.02 -0.034
C -1.650 1.829 1.695 -0.02 0.06 0.01 -0.240
C -0.971 1.549 2.893 0.00 -0.01 0.00 -0.014
C -1.216 2.286 4.036 0.02 0.00 -0.03 -0.105
C -1.370 1.080 0.524 -0.05 -0.12 0.02 -0.126
C -1.035 0.384 -0.415 0.00 0.13 -0.07 -0.225
H 0.256 6.572 4.204 0.00 0.00 0.02 0.081
H -0.663 5.324 3.303 -0.03 -0.01 -0.01 0.075
H 0.552 4.839 4.469 0.00 -0.02 -0.05 0.091
H -3.575 4.400 2.837 0.01 0.00 0.00 0.097
H -3.130 3.086 0.786 0.00 0.00 0.00 0.113
H -0.235 0.756 2.898 0.02 0.00 0.01 0.097
H -0.669 2.069 4.945 -0.01 -0.01 0.01 0.103
N -1.861 0.240 -3.093 0.16 -0.05 -0.19 -0.030
C -2.499 0.748 -3.916 -0.07 0.10 0.25 -0.328
N -3.359 1.298 -4.710 -0.04 -0.05 -0.03 0.034
C -3.007 1.946 -5.798 0.01 -0.02 -0.01 -0.464
N -2.821 2.540 -6.779 0.00 0.00 0.00 0.033
```
Positions in Å, forces in eV/Å.

No. 6
# C22H20BF4HfN2O10S2

A structure of composition C22H20BF4HfN2O10S2 in a non-equilibrium geometry (ωB97M-V/def2-TZVPD, OMol25).

Properties
- LUMO energy: 2.23 eV
- Net charge: -1
- Relative energy (zero: lowest compared OMol25 entry of this formula, charge and spin): 0.667 eV

Structure (XYZ):
```
62
Properties=species:S:1:pos:R:3:forces:R:3:lowdin_charge:R:1
Hf 0.759 -0.398 0.189 1.55 -0.69 0.40 1.819
C 4.836 -1.170 1.483 0.07 -0.02 -0.10 -0.057
O 5.271 0.147 1.836 0.03 0.02 -0.05 -0.068
C 4.469 1.228 1.651 0.06 0.07 0.10 -0.223
C 5.108 2.455 1.738 0.04 -0.05 0.02 -0.015
C 4.417 3.660 1.656 -0.09 0.00 -0.02 -0.101
C 3.047 3.636 1.509 0.10 0.02 0.00 -0.062
C 2.375 2.414 1.404 -0.18 0.10 -0.05 -0.140
C 0.922 2.435 1.471 0.26 -0.05 0.25 -0.031
N 0.236 1.357 1.420 -0.44 0.31 -0.25 -0.117
N -1.107 1.358 1.768 0.18 0.11 0.12 0.118
C -1.483 0.112 1.846 -0.10 -0.04 0.11 -0.430
O -0.683 -0.899 1.592 -0.19 0.40 -0.14 -0.155
C -2.872 -0.198 2.250 0.07 -0.08 0.02 -0.148
C -3.720 0.797 2.725 -0.02 0.00 0.00 -0.027
C -5.019 0.482 3.087 0.00 0.02 0.00 -0.091
C -5.477 -0.824 2.972 -0.01 -0.01 0.01 -0.099
C -4.634 -1.816 2.492 0.02 0.03 0.00 -0.075
C -3.331 -1.505 2.133 -0.05 0.00 0.01 -0.013
C 3.076 1.183 1.421 -0.26 0.03 0.13 -0.258
O 2.444 0.033 1.264 0.31 0.19 0.01 -0.202
H 5.729 -1.787 1.554 0.00 -0.01 0.01 0.096
H 4.072 -1.537 2.161 0.00 -0.03 0.01 0.096
H 4.451 -1.209 0.468 0.06 0.01 0.06 0.064
H 6.181 2.438 1.881 0.00 0.01 0.00 0.116
H 4.951 4.598 1.729 0.00 0.00 0.00 0.095
H 2.472 4.554 1.488 0.00 0.01 0.00 0.106
H 0.418 3.377 1.681 0.00 -0.03 0.15 0.136
H -3.349 1.811 2.797 0.00 0.00 0.01 0.106
H -5.679 1.258 3.454 0.00 0.00 0.00 0.095
H -6.496 -1.067 3.251 0.00 0.00 0.00 0.094
H -4.992 -2.832 2.386 0.00 0.00 0.00 0.101
H -2.669 -2.263 1.737 0.01 0.00 0.00 0.118
O -2.391 -2.916 -1.325 0.05 -0.15 -0.17 -0.271
S -1.698 -1.667 -1.426 0.34 0.04 -0.01 0.541
O -2.335 -0.513 -0.857 -0.10 -0.02 -0.02 -0.270
O -0.254 -1.790 -0.959 -1.04 -0.42 -0.32 -0.435
C -1.329 -1.346 -3.139 0.12 0.16 -0.01 -0.210
C -1.537 -2.381 -4.030 -0.03 -0.01 -0.08 -0.044
C -1.081 -2.285 -5.340 -0.06 -0.06 0.06 -0.067
C -0.392 -1.160 -5.745 0.05 0.09 -0.03 -0.071
C -0.178 -0.115 -4.854 -0.05 -0.01 -0.06 -0.053
C -0.649 -0.188 -3.553 -0.14 -0.09 -0.02 -0.205
S -0.441 1.316 -2.600 -0.08 -0.25 0.48 0.560
O 0.674 2.016 -3.206 0.11 0.06 -0.09 -0.307
O -1.702 1.981 -2.579 -0.02 0.10 -0.06 -0.246
O -0.011 0.903 -1.207 -0.31 0.21 -0.61 -0.445
H -2.038 -3.271 -3.675 0.01 0.01 0.02 0.113
H -1.248 -3.103 -6.029 -0.01 0.00 0.01 0.104
H -0.013 -1.087 -6.756 0.00 0.01 0.01 0.103
H 0.355 0.773 -5.164 0.01 0.00 0.00 0.110
C 3.943 1.126 -1.673 0.02 -0.06 -0.01 -0.099
O 2.563 1.003 -1.390 -0.20 0.04 0.01 -0.186
H 4.342 2.073 -1.299 -0.01 0.01 -0.01 0.086
H 4.128 1.047 -2.747 0.00 0.01 0.00 0.090
H 4.465 0.310 -1.179 0.00 -0.05 0.03 0.079
H 2.050 1.513 -2.039 0.02 0.01 0.01 0.042
F 3.559 -3.339 -0.011 -0.02 0.03 0.02 0.168
B 2.299 -2.925 -0.363 0.11 0.02 0.07 -1.198
F 2.365 -1.646 -1.064 -0.08 -0.02 0.00 0.036
F 1.563 -2.497 0.831 -0.17 0.09 0.00 0.036
F 1.614 -3.852 -1.079 0.00 -0.03 0.02 0.192
```
Positions in Å, forces in eV/Å.